[1]
Density functional theory data (ωB97M-V/def2-TZVPD) for a structure of composition C31H46BN4O7P2Zr.

Geometry as XYZ:
```
92
Properties=species:S:1:pos:R:3:forces:R:3
Zr 0.5389 -0.4587 -0.5154 0.16 0.23 -0.45
C 3.0791 2.6290 -0.4114 0.03 -0.03 -0.07
C 1.7663 3.4055 -0.5760 0.07 0.01 0.04
C 1.5942 3.6933 -2.0709 -0.01 -0.03 0.03
C 1.8955 4.7095 0.2229 -0.01 -0.05 -0.03
P 0.4118 2.2739 0.0458 -0.35 0.24 -0.23
C 0.4557 2.4303 1.8783 0.11 0.05 0.10
N -0.2156 1.2514 2.3585 0.00 -0.01 0.08
B -0.4520 0.0728 1.5745 -0.16 0.03 0.21
N -1.3007 -0.7399 2.3879 0.04 -0.10 -0.11
C -1.7421 -2.0714 2.0640 -0.08 0.01 0.07
P -1.1049 -2.5053 0.3762 0.09 -0.07 0.05
C -0.2182 -4.1225 0.6703 -0.05 -0.03 0.08
C 1.0323 -3.7395 1.4793 -0.02 0.00 0.00
C 0.2037 -4.7726 -0.6495 0.03 0.02 -0.02
C -1.0350 -5.1426 1.4759 0.05 0.02 -0.03
C -2.6189 -2.6496 -0.6941 -0.04 0.01 0.01
C -3.6248 -3.6882 -0.1917 0.00 -0.03 -0.04
C -3.2550 -1.2523 -0.6774 0.05 0.08 -0.05
C -2.2303 -2.9752 -2.1403 -0.01 0.02 -0.02
C -1.5712 -0.0840 3.5858 -0.02 0.03 0.04
C -2.3402 -0.4627 4.6747 0.02 0.01 -0.03
C -2.4377 0.4244 5.7380 0.00 0.00 0.00
C -1.7833 1.6538 5.7144 -0.01 0.00 0.01
C -1.0048 2.0347 4.6298 0.01 -0.02 -0.04
C -0.9036 1.1532 3.5650 -0.01 0.00 0.03
C -1.2999 2.9677 -0.3832 0.02 0.11 0.00
C -1.3791 4.4909 -0.2247 0.04 -0.03 0.05
C -1.6600 2.5976 -1.8242 0.04 -0.02 -0.08
C -2.3716 2.3792 0.5467 0.05 -0.04 0.01
H 3.9122 3.2902 -0.6585 0.01 0.00 -0.01
H 3.1126 1.7883 -1.1093 -0.02 0.05 0.03
H 3.2374 2.2601 0.6030 -0.01 0.00 0.04
H 2.4984 4.1823 -2.4391 0.02 0.01 0.00
H 0.7571 4.3529 -2.2832 -0.04 0.04 0.01
H 1.4587 2.7718 -2.6441 -0.01 -0.01 -0.01
H 2.7384 5.2759 -0.1783 0.02 0.00 -0.01
H 2.1093 4.5204 1.2751 0.00 -0.01 0.02
H 1.0182 5.3429 0.1580 -0.05 0.03 0.00
H -0.0682 3.3430 2.1806 0.00 -0.02 0.00
H 1.4855 2.5110 2.2400 -0.01 -0.03 -0.01
H -2.8330 -2.1565 2.0831 0.02 0.04 0.00
H -1.3563 -2.7910 2.7893 -0.01 0.00 -0.02
H 1.7186 -3.1274 0.8929 0.01 0.00 0.00
H 1.5613 -4.6530 1.7583 0.01 0.00 0.00
H 0.7872 -3.2091 2.4027 0.01 0.00 0.00
H 0.6736 -4.0676 -1.3350 -0.01 -0.01 0.01
H -0.6421 -5.2436 -1.1481 0.01 -0.01 0.01
H 0.9281 -5.5593 -0.4286 0.01 -0.01 0.00
H -1.3322 -4.7805 2.4579 -0.01 0.03 0.04
H -0.4057 -6.0201 1.6388 0.01 -0.01 0.00
H -1.9243 -5.4756 0.9479 0.00 0.00 -0.01
H -3.8538 -3.5975 0.8705 0.01 0.01 0.01
H -3.2772 -4.7020 -0.3859 -0.02 0.02 0.00
H -4.5596 -3.5563 -0.7403 -0.01 -0.01 -0.01
H -3.5369 -0.9152 0.3212 0.00 -0.02 0.03
H -4.1571 -1.2672 -1.2920 -0.01 -0.01 0.00
H -2.5843 -0.5066 -1.1212 -0.04 -0.03 0.04
H -1.7701 -3.9547 -2.2411 -0.02 0.02 -0.01
H -1.5627 -2.2283 -2.5705 0.00 -0.01 0.01
H -3.1409 -2.9783 -2.7433 0.00 0.01 -0.02
H -2.8519 -1.4158 4.6980 -0.01 -0.02 0.00
H -3.0324 0.1560 6.5996 -0.01 0.00 0.02
H -1.8785 2.3216 6.5590 0.00 0.01 0.01
H -0.4869 2.9847 4.6244 0.01 0.02 0.00
H -0.7514 5.0282 -0.9292 0.05 0.01 -0.06
H -1.1286 4.8135 0.7868 0.01 0.02 0.01
H -2.4097 4.7976 -0.4138 -0.01 -0.01 0.00
H -0.9632 3.0056 -2.5555 -0.02 0.01 0.02
H -2.6497 2.9999 -2.0487 -0.01 0.02 -0.01
H -1.7016 1.5215 -1.9835 0.00 -0.08 0.02
H -2.2180 2.6528 1.5905 -0.03 0.01 -0.01
H -2.4425 1.2937 0.4902 0.02 -0.02 -0.03
H -3.3326 2.7931 0.2351 -0.02 -0.01 0.00
O 0.0055 -1.2803 -4.4639 0.06 0.09 0.00
C 0.5795 -0.8196 -3.5236 0.04 -0.05 -0.14
O -0.0240 -0.2160 -2.4835 -0.17 -0.01 0.50
C 2.0844 -0.7977 -3.3279 0.08 -0.06 0.19
C 2.9932 -0.1786 -4.1623 0.01 -0.03 0.05
C 4.2714 0.1002 -3.6796 0.08 0.01 0.02
C 4.6378 -0.0816 -2.3600 -0.14 -0.05 -0.08
C 3.6992 -0.7027 -1.5533 0.00 -0.05 0.02
C 2.5037 -1.2226 -2.0525 -0.07 0.14 -0.25
O 1.7059 -1.9415 -1.2834 0.21 -0.43 -0.09
N 3.7641 -0.5622 -0.1059 -0.03 0.17 -0.09
O 4.8045 -0.5467 0.4650 0.25 -0.09 0.10
O 2.6786 -0.3095 0.4825 -0.23 -0.09 0.05
N 5.2355 0.7690 -4.5763 0.02 0.10 -0.03
O 6.3071 1.0761 -4.1004 0.00 -0.03 0.00
O 4.8808 0.9726 -5.7158 -0.01 -0.04 0.04
H 2.7237 0.1379 -5.1610 -0.02 0.00 0.00
H 5.5754 0.2992 -1.9809 0.00 0.00 0.01
```
Forces are in eV/Å.

Computed properties:
* ΔE to the lowest compared entry with this formula, charge and spin: 0.0 kJ/mol
* total charge: +1
* max |F|: 0.53 eV Å⁻¹

---

[2]
Density functional theory data (ωB97M-V/def2-TZVPD) for the ion C31H46Br2IN2O3 with charge +1 in a non-equilibrium geometry.

Geometry as XYZ:
```
85
Properties=species:S:1:pos:R:3:forces:R:3
C 4.2497 2.2168 -3.1122 -4.88 1.14 9.07
C 3.6202 2.5463 -1.8723 4.17 -3.57 -8.02
C 3.0158 2.6008 -0.3333 0.26 2.31 -1.32
C 1.6097 1.8407 -0.0907 -2.60 -0.86 -0.28
C 1.3748 0.4804 0.8171 -0.60 0.31 -0.29
C 2.5964 -0.3656 1.5067 -3.16 -2.18 1.68
C 4.1787 -0.1241 1.3514 1.84 -2.44 0.44
C 4.8804 0.9551 2.4032 -1.82 0.78 -0.63
C 4.8085 -0.1071 -0.1875 0.08 0.61 -0.82
C 5.9731 -1.2271 -0.4520 0.81 0.03 1.16
C 7.0222 -0.8473 -1.6748 -0.04 -0.33 0.41
C 2.1349 -1.6442 2.4861 -1.35 0.54 -0.68
C 3.2045 -2.5930 3.3581 1.50 1.70 -0.45
C 3.9023 -3.7699 2.4531 -0.16 -0.86 -1.19
C 2.8385 -4.8216 1.7603 0.69 0.09 -0.77
O 4.9002 -4.5744 3.2327 -0.27 0.86 -2.45
C 0.5833 -2.1285 2.7341 -1.08 4.03 -3.46
Br 0.0065 -3.6929 3.8750 0.96 2.12 -1.49
C -0.6166 -1.3304 1.9801 5.00 0.35 0.50
C -0.1638 -0.0360 1.0432 -1.76 -0.47 0.27
C -1.4442 0.7352 0.3350 3.62 1.93 -1.11
O -2.8382 0.3340 0.5508 4.28 0.67 -1.47
C -3.2180 -0.9204 -0.0812 -1.71 -3.22 0.64
C -4.3913 -1.5863 0.9122 -0.71 0.96 -1.78
N -5.2547 -0.4276 1.4457 -0.77 -1.34 -0.56
C -6.6611 -0.9268 1.8002 -0.95 1.98 0.15
C -7.6801 -0.9023 0.4833 -0.89 0.11 0.95
C -9.1000 -0.0882 0.7925 -0.14 -0.27 -1.09
O -7.9818 -2.2922 0.1041 -0.50 0.97 1.20
C -1.0474 2.0640 -0.6033 -0.24 -2.87 2.38
C -2.3813 2.7820 -1.2295 -0.19 -0.21 0.97
C -3.0557 2.0394 -2.5224 -1.53 2.23 -0.29
C -4.6709 1.8371 -2.2277 -0.08 0.66 -0.11
Br -2.1082 0.4197 -3.1926 -0.75 0.89 0.49
N 0.4127 2.5494 -0.7786 -0.93 -3.50 2.59
C 0.4848 3.7665 -1.6643 -0.12 2.09 -1.17
C 0.1650 3.4619 -3.2796 0.22 -0.45 0.43
C 0.9140 2.1259 -3.8569 -0.45 -0.52 -1.14
I 1.1116 5.1644 -4.3779 -0.75 -0.58 0.63
H 4.6000 1.6203 -4.0860 -0.92 2.01 2.63
H 2.7952 3.7630 -0.1347 0.31 -2.57 -0.47
H 3.8976 2.4187 0.3858 -1.82 -0.47 -1.09
H 4.7241 -1.1344 1.7124 -1.90 2.01 -0.62
H 3.9859 1.6584 2.7637 2.14 -1.34 -0.51
H 5.6252 1.6159 1.7884 -1.13 -1.35 1.44
H 5.3467 0.4256 3.3396 -0.82 1.13 -2.04
H 5.3318 0.9540 -0.3488 -1.26 -2.31 0.13
H 3.9809 -0.2794 -1.0210 1.59 0.67 1.85
H 5.5280 -2.3164 -0.5800 0.79 2.32 0.14
H 6.6371 -1.2669 0.5393 -1.44 0.06 -2.00
H 8.0993 -1.2033 -1.3576 -2.18 0.75 -0.67
H 7.0624 0.3279 -1.8419 -0.18 -2.60 0.20
H 6.7445 -1.4445 -2.6476 0.48 1.50 1.80
H 2.7674 -2.9505 4.3865 0.52 0.50 -2.36
H 4.0865 -1.8443 3.6575 -1.86 -1.68 -0.58
H 4.5357 -3.3135 1.5507 -1.67 -0.42 1.94
H 1.9689 -4.2550 1.1835 1.73 -1.21 1.42
H 3.4572 -5.3958 0.9209 -1.34 1.12 1.81
H 2.4491 -5.6276 2.5150 0.64 1.80 -1.37
H 5.5299 -4.9065 2.5040 -1.39 0.64 1.88
H -1.7275 -1.6535 2.1494 2.40 0.93 -0.49
H -2.3798 -1.7395 -0.1494 -1.20 2.00 0.07
H -3.7253 -0.8545 -1.1286 1.24 0.58 1.86
H -3.9367 -2.2524 1.7634 -1.06 1.43 -1.53
H -5.1236 -2.1925 0.1923 1.97 0.60 1.52
H -5.4419 0.2732 0.6683 0.71 -1.26 1.18
H -6.6675 -1.9448 2.3757 0.14 1.84 -1.38
H -7.1051 -0.0991 2.5357 0.97 -1.86 -1.39
H -7.2052 -0.3487 -0.4512 -0.70 -1.44 1.90
H -9.6558 -0.4734 1.7486 1.27 0.80 -1.66
H -8.9513 1.0837 0.8115 -0.17 -2.45 0.24
H -9.8208 -0.3100 -0.1273 1.57 0.44 1.94
H -8.5198 -2.6918 0.8520 0.96 0.82 -1.34
H -2.2881 3.9134 -1.4914 0.24 -2.16 0.52
H -3.2099 2.7381 -0.3684 2.13 -0.08 -1.74
H -3.0164 2.8286 -3.4187 0.07 -1.99 1.91
H -4.9372 0.8784 -1.6170 0.66 1.67 -1.37
H -5.0641 2.7545 -1.5725 1.03 -1.86 -1.48
H -5.2460 1.8966 -3.2530 1.12 -0.46 2.15
H 1.4927 4.3435 -1.7255 -1.50 -1.71 0.71
H -0.2642 4.5806 -1.2110 1.53 -1.97 -1.15
H -0.9690 3.5599 -3.5468 2.30 -0.44 0.67
H 0.1971 1.5592 -4.6217 1.41 1.37 1.75
H 1.1883 1.3332 -3.0243 -0.46 1.84 -1.66
H 1.8490 2.4583 -4.5079 -1.92 -0.91 1.84
```
Forces are in eV/Å.

Computed properties:
* structure (SMILES): C#CCc1c2c([C@H](C)CCC)c(C[C@H](C)O)c(Br)cc2c(OCCNC[C@H](C)O)c(C[C@H](C)Br)[n+]1C[C@H](C)I
* total charge: +1
* max |F|: 10.36 eV Å⁻¹

---

LUMO? In order: -4.595 -4.714 eV.
Frontier orbital gap? In order: 0.22455 0.22410 Eh.